Record 1
54
Properties=species:S:1:pos:R:3 method="wB97M-V/def2-TZVPD" e_homo_ev=-8.77 homo_lumo_gap_ev=7.86 total_energy_ev=-192917.971 molar_mass_g_mol=623.285 lumo_energy_ev=-0.9
O 1.77287 -0.42273 4.56589
C 1.46286 -1.32972 3.75255
O 1.60692 -2.69461 4.20673
C 0.90124 -1.00767 2.26874
C 2.06384 -1.42064 1.23410
C 1.78410 -0.98557 -0.27435
C 2.69695 -0.02294 -1.11593
C 4.02908 0.59841 -0.47376
C 3.77837 1.53626 0.80474
C 3.17151 2.98233 0.48583
F 1.72475 2.84147 0.48854
Br 3.87533 3.82666 -1.16044
C 3.48009 4.01986 1.73248
F 2.52417 3.92076 2.77469
F 4.80991 3.91925 2.21602
Br 3.31330 5.90593 1.03007
C 2.32416 0.30461 -2.61481
S 3.35548 1.42701 -3.68476
C 1.05273 -0.30985 -3.32256
C 0.18999 -1.24501 -2.45567
C 0.53422 -1.56432 -0.97191
C -0.62796 -2.52965 -0.47150
O -0.66425 -3.43149 0.39639
N -1.73343 -2.11896 -1.38213
C -3.02079 -2.85249 -1.23826
C -3.88772 -2.28134 -0.00841
C -4.18165 -0.70293 -0.11944
C -3.13518 0.39158 0.28571
C -3.42059 1.91150 0.21682
C -4.82239 2.42603 -0.28362
C -5.88907 1.38354 -0.68758
C -5.56399 -0.14753 -0.61320
C -1.14420 -2.06451 -2.74941
O -1.57329 -2.57277 -3.81113
H 0.96078 -2.85879 4.94080
H 0.63661 0.09097 2.12459
H 0.02157 -1.71295 2.07301
H 3.10403 -1.04808 1.51518
H 2.13218 -2.57656 1.22878
H 4.69801 1.07882 -1.28298
H 4.64279 -0.30744 -0.09196
H 4.78748 1.59016 1.36845
H 3.05271 1.04384 1.55937
H 2.46044 1.94544 -4.63599
H 0.77636 -0.11388 -4.40736
H -3.66010 -2.70195 -2.18508
H -2.89569 -3.99520 -1.12236
H -3.48185 -2.58247 1.02384
H -4.92489 -2.78791 -0.09104
H -2.11090 0.05326 0.68761
H -2.64524 2.70417 0.52485
H -5.03427 3.55847 -0.30134
H -6.90352 1.78684 -1.03386
H -6.40390 -0.85720 -0.91496


Record 2
58
Properties=species:S:1:pos:R:3 method="wB97M-V/def2-TZVPD" e_homo_ev="-9.67 / -10.66" charge=+1 homo_lumo_gap_ev="7.24 / 4.97" total_energy_ev=-142579.802 molar_mass_g_mol=812.479 lumo_energy_ev="-2.4 / -5.7" spin_multiplicity=6 s_squared=8.797
Ru -2.12850 -0.48648 0.80186
N -4.96179 -1.13542 4.05275
C -4.14803 -0.75143 3.07282
S -3.12765 -1.94094 2.30223
N -4.16540 0.54956 2.75031
N -3.36242 0.81871 1.74776
C -3.24269 2.17856 1.38381
C -2.31244 2.45751 0.40406
C -2.03684 3.75640 -0.08687
C -1.07943 3.92431 -1.05600
C -0.38807 2.81225 -1.54311
C -0.69030 1.55688 -1.03278
N -1.61475 1.36969 -0.10038
H -4.99087 -2.09266 4.35923
H -5.54847 -0.45119 4.50346
H -3.86199 2.91006 1.88142
H -2.58929 4.59582 0.31189
H -0.85990 4.91284 -1.43590
H 0.37884 2.90527 -2.29765
H -0.17015 0.67269 -1.38209
N 4.33517 0.41074 -3.20254
C 3.45163 -0.28888 -2.41680
C 3.04990 0.21980 -1.17299
C 2.13485 -0.46728 -0.40518
C 1.59470 -1.66272 -0.86973
C 1.98524 -2.18342 -2.09873
C 2.90800 -1.50157 -2.86317
S 0.39994 -2.48243 0.10038
O 0.30863 -3.85278 -0.28646
O 0.58781 -2.11142 1.47423
N -1.03440 -1.71023 -0.29726
C -1.69927 -1.88053 -1.50232
N -1.19690 -2.54038 -2.53069
C -1.97549 -2.59944 -3.61048
C -3.22559 -2.00524 -3.67623
C -3.64276 -1.31223 -2.55266
N -2.88460 -1.24464 -1.46623
H 4.90711 1.10702 -2.75648
H 4.79152 -0.08702 -3.94770
H 3.47460 1.14670 -0.80476
H 1.84586 -0.09243 0.56815
H 1.56290 -3.11903 -2.43862
H 3.22322 -1.90698 -3.81670
H -1.57279 -3.14463 -4.45622
H -3.84102 -2.07114 -4.56025
H -4.59765 -0.80192 -2.51714
Br 1.67580 3.26558 1.60014
C 2.47919 1.71307 2.32666
C 3.85463 1.58096 2.20144
C 4.48316 0.44345 2.68101
C 3.74249 -0.56215 3.28360
C 2.37150 -0.42792 3.41985
C 1.73680 0.71301 2.94729
I -0.32912 0.85007 3.17821
H 4.42432 2.37156 1.73301
H 5.55582 0.34625 2.58197
H 4.22850 -1.45732 3.64627
H 1.78644 -1.21687 3.87030


Record 3
50
Properties=species:S:1:pos:R:3 method="wB97M-V/def2-TZVPD" e_homo_ev=0.30 charge=-2 homo_lumo_gap_ev=4.21 total_energy_ev=-113446.093 molar_mass_g_mol=479.321 lumo_energy_ev=4.5
Li 0.09949 -0.06481 0.45186
C 0.10742 2.83750 2.86768
C 1.29551 2.20958 2.20106
C 1.70072 2.62720 0.93668
C 2.74884 2.00315 0.26894
C 3.11676 2.41516 -1.13016
C 3.40542 0.94566 0.88784
C 3.01317 0.49207 2.14123
C 3.64748 -0.73104 2.74101
C 1.96349 1.13713 2.78557
H -0.79598 2.38760 2.44116
H 0.07933 3.91459 2.68862
H 0.12269 2.66405 3.94528
H 1.15812 3.42894 0.44695
H 2.51276 1.86673 -1.85564
H 4.16585 2.20340 -1.34373
H 2.93646 3.47883 -1.29282
H 4.20329 0.43179 0.36096
H 3.15352 -1.62151 2.34358
H 3.54690 -0.73709 3.82773
H 4.70867 -0.79225 2.49116
H 1.62429 0.76795 3.74825
O -3.39242 0.56842 1.57551
C -2.31184 0.17275 1.09557
O -1.27109 0.92579 0.91538
C -2.16199 -1.26579 0.84360
C -3.25045 -2.10214 0.31288
C -3.18318 -3.53741 0.76209
C -2.04607 -4.24491 0.77933
C -0.69355 -3.80419 0.47782
C -0.19072 -2.62917 0.06522
S 1.44903 -2.09502 -0.05171
H -4.21062 -1.63510 0.53834
H -4.10732 -4.03536 1.04254
H -2.10546 -5.28608 1.08655
H 0.08561 -4.53292 0.67603
Br -4.35453 -0.83439 -3.57335
C -2.59471 -0.08191 -3.39885
C -2.28199 0.89374 -4.31942
C -1.04121 1.52038 -4.33851
C -0.11004 1.09597 -3.37857
C -0.40156 0.12752 -2.45839
C -1.68556 -0.53208 -2.38110
C -1.89508 -1.58915 -1.51309
O -3.07105 -2.19375 -1.17218
O -1.10884 -1.52474 -0.25738
H -3.04360 1.17110 -5.03949
H -0.81117 2.28815 -5.06538
H 0.88561 1.53007 -3.36541
H 0.38958 -0.23441 -1.81119


Record 4
58
Properties=species:S:1:pos:R:3 method="wB97M-V/def2-TZVPD" e_homo_ev=-2.08 charge=-2 homo_lumo_gap_ev=5.47 total_energy_ev=-122104.614 molar_mass_g_mol=718.870 lumo_energy_ev=3.4
Zn -0.23985 0.37543 0.18807
N 0.06618 1.74510 4.37099
C 0.19912 1.70617 2.99993
S -1.06249 2.27598 2.02762
N 1.39752 1.31276 2.57880
N 1.49988 1.00126 1.30059
C 2.64937 1.04156 0.72724
C 2.73992 0.65570 -0.66442
C 3.90757 0.83683 -1.41091
C 3.89185 0.53763 -2.75870
C 2.72581 0.04573 -3.32884
C 1.62649 -0.15337 -2.50506
N 1.63793 0.13379 -1.21496
H -0.89411 1.55239 4.61676
H 0.71378 1.11087 4.82160
H 3.52894 1.40802 1.25151
H 4.79451 1.22900 -0.92820
H 4.77639 0.68912 -3.36680
H 2.66709 -0.17650 -4.38587
H 0.69952 -0.57577 -2.87924
C -7.05867 1.92131 0.32292
C -5.85830 1.15147 0.81300
C -4.73890 1.01166 0.00052
C -3.63184 0.29108 0.42398
C -3.63178 -0.29251 1.67907
C -4.74033 -0.16434 2.50106
C -5.84411 0.55529 2.07072
S -2.24722 -1.27292 2.30483
O -1.92061 -0.68579 3.58952
O -2.82316 -2.60853 2.42200
N -1.01068 -1.24436 1.30409
C -0.95670 -2.41183 0.41314
C -1.03817 -2.06190 -1.07868
O -1.07914 -2.99324 -1.89288
O -1.02145 -0.81950 -1.36134
H -6.74602 2.78249 -0.26896
H -7.66683 2.28087 1.15475
H -7.68776 1.28947 -0.30974
H -4.72081 1.48092 -0.97754
H -2.77595 0.19320 -0.22864
H -4.71682 -0.61428 3.48593
H -6.70517 0.66759 2.72239
H -1.76281 -3.11021 0.62994
H -0.01543 -2.95258 0.56407
I -4.16256 4.47689 -6.50536
C -2.83846 3.90830 -4.94731
C -2.18711 4.89504 -4.23071
C -1.29457 4.51631 -3.23469
C -1.07499 3.17583 -2.95118
C -1.77117 2.20553 -3.66653
C -2.64722 2.56350 -4.68248
C -0.09918 2.71573 -1.86457
O 1.07475 3.08283 -1.96635
O -0.65169 1.96570 -1.01674
H -2.36761 5.94114 -4.44006
H -0.76459 5.27769 -2.67554
H -1.63545 1.16119 -3.40549
H -3.17680 1.80717 -5.24636


Record 5
52
Properties=species:S:1:pos:R:3 method="wB97M-V/def2-TZVPD" e_homo_ev="-8.26 / -12.28" charge=+1 homo_lumo_gap_ev="4.57 / 6.07" total_energy_ev=-49119.136 molar_mass_g_mol=536.310 lumo_energy_ev="-3.7 / -6.2" spin_multiplicity=5 s_squared=6.038
Rh 0.00000 0.00000 0.00000
O -4.79965 2.84385 -0.37881
C -3.79152 3.59164 -0.88390
O -4.02850 4.71277 -1.32888
C -2.43872 3.04155 -0.88643
C -1.34307 3.73500 -1.38354
N -0.25666 2.93388 -1.22938
N -0.53443 1.75729 -0.66836
C -1.86009 1.81180 -0.45527
C -2.56121 0.67329 0.16482
O -3.81749 0.79443 0.33655
O -1.82590 -0.30728 0.45969
H -4.50183 1.94633 -0.04189
H -1.26670 4.71831 -1.82458
H 0.70601 3.12159 -1.48292
N 0.48713 -1.76873 0.68178
C 1.84419 -2.11290 0.61683
C 2.25949 -3.35749 1.10814
C 3.60208 -3.72445 1.06011
C 4.53800 -2.84809 0.52318
C 4.13420 -1.60458 0.02686
C 2.78421 -1.21241 0.04902
P 2.21204 0.42683 -0.58062
C 3.74260 1.27922 -1.09412
C 4.31625 2.20449 -0.20612
C 5.48929 2.88914 -0.53699
C 6.10889 2.65944 -1.76234
C 5.55615 1.74690 -2.65607
C 4.38226 1.06344 -2.32523
C 1.42542 0.04337 -2.18870
C 1.40650 -1.22877 -2.77928
C 0.78827 -1.44175 -4.01620
C 0.17782 -0.38503 -4.68546
C 0.18284 0.88526 -4.11823
C 0.79851 1.09594 -2.88106
H 0.05317 -1.91139 1.62667
H -0.16768 -2.48356 0.28032
H 1.53869 -4.04819 1.53611
H 3.91806 -4.68956 1.44658
H 5.58872 -3.12537 0.49128
H 4.90489 -0.95249 -0.37357
H 3.85181 2.40124 0.75855
H 5.91612 3.60156 0.16390
H 7.02060 3.19133 -2.02069
H 6.03576 1.56314 -3.61407
H 3.98310 0.35198 -3.04419
H 1.87544 -2.07900 -2.29261
H 0.78645 -2.43653 -4.45361
H -0.30123 -0.55161 -5.64633
H -0.29134 1.71554 -4.63452
H 0.78896 2.09985 -2.45996
H 0.27235 0.66277 1.52483


Record 6
52
Properties=species:S:1:pos:R:3 method="wB97M-V/def2-TZVPD" e_homo_ev=-7.72 homo_lumo_gap_ev=7.29 smiles="COc1ccc(/C=C2/N=C(SCC(=O)Nc3cc(C)on3)N(c3ccccc3)C2=O)cc1" total_energy_ev=-49160.455 molar_mass_g_mol=448.504 lumo_energy_ev=-0.4
C -6.17076 -2.74635 0.13180
H -7.25319 -2.82953 0.21425
O -5.92723 -1.46202 -0.39335
C -4.64754 -1.07663 -0.61206
C -3.51778 -1.84923 -0.34789
C -2.25578 -1.35440 -0.60473
C -2.07320 -0.07104 -1.13293
C -3.22299 0.69498 -1.40095
C -4.47975 0.20773 -1.14537
H -5.36139 0.79545 -1.34782
H -3.11040 1.68853 -1.80921
C -0.80111 0.53000 -1.39348
C 0.47402 0.12028 -1.16448
N 1.49390 1.03232 -1.40617
C 2.59169 0.49363 -1.00599
N 2.45121 -0.78575 -0.52651
C 1.08626 -1.09962 -0.60236
O 0.61676 -2.16845 -0.28017
C 3.46750 -1.62500 -0.03345
C 3.23196 -2.39855 1.09666
C 4.23168 -3.22566 1.57418
C 5.46185 -3.27700 0.94013
C 5.69153 -2.50307 -0.18476
C 4.69628 -1.68110 -0.68039
H 4.86828 -1.09259 -1.56902
H 6.64654 -2.54346 -0.68650
H 6.24007 -3.92169 1.31994
H 4.04866 -3.82882 2.45059
H 2.27306 -2.35219 1.58701
S 4.06032 1.41482 -0.88203
C 3.35650 3.05892 -1.23836
C 1.97627 3.29929 -0.63525
O 1.14090 3.93842 -1.22045
N 1.84136 2.84882 0.65402
C 0.61647 2.54156 1.21005
N 0.53680 1.65390 2.17410
O -0.77965 1.52906 2.48021
C -1.50415 2.33891 1.68988
C -0.66889 3.02377 0.85575
H -0.89786 3.74613 0.10424
C -2.97866 2.33553 1.84054
H -3.39496 3.24695 1.42265
H -3.24416 2.25520 2.89197
H -3.40354 1.48103 1.31343
H 2.61095 2.33765 1.06946
H 3.28083 3.18326 -2.31804
H 4.07503 3.77584 -0.83796
H -0.84561 1.52944 -1.81347
H -1.39785 -1.97062 -0.39418
H -3.61176 -2.84350 0.05908
H -5.72162 -2.86605 1.12249
H -5.79693 -3.52913 -0.53508


Record 7
51
Properties=species:S:1:pos:R:3 method="wB97M-V/def2-TZVPD" e_homo_ev="-17.49 / -17.80" charge=+3 homo_lumo_gap_ev="7.10 / 4.48" total_energy_ev=-37822.745 molar_mass_g_mol=589.540 lumo_energy_ev="-10.4 / -13.3" spin_multiplicity=5 s_squared=6.145
Pt 0.74732 -0.63974 -0.03431
C -2.40484 -2.14565 -2.81747
C -2.92135 -3.27330 -2.18848
C -2.59277 -3.52445 -0.87345
C -1.72085 -2.64565 -0.19199
N -1.20234 -1.56425 -0.83882
C -1.54859 -1.31832 -2.09161
N -1.47319 -2.93780 1.08745
C -0.85383 -2.27082 1.99923
N -0.17328 -1.10120 1.79151
C 0.24383 -0.58613 2.99440
N 0.75877 0.57963 3.16625
C 1.01289 1.57253 2.30411
C 1.36226 2.82429 2.86419
C 1.60128 3.90464 2.03974
C 1.47530 3.75133 0.66284
C 1.13659 2.49259 0.17237
N 0.94263 1.44273 0.95376
C -0.10548 -1.53682 4.04621
C 0.11884 -1.53106 5.40756
C -0.44663 -2.57334 6.14494
C -1.17219 -3.59632 5.53423
C -1.41724 -3.59992 4.15985
C -0.84041 -2.58161 3.42362
H -2.65855 -1.89801 -3.83835
H -3.58171 -3.94489 -2.72345
H -2.98121 -4.37680 -0.33402
H -1.14814 -0.41520 -2.54480
H 1.41713 2.90618 3.93942
H 1.88106 4.86293 2.45946
H 1.65350 4.57132 -0.01823
H 1.03293 2.33056 -0.89562
H 0.68255 -0.74247 5.87934
H -0.33826 -2.56977 7.22142
H -1.55587 -4.40907 6.13572
H -2.00934 -4.37355 3.69656
C 6.27635 -0.87119 -0.37364
C 4.87477 -1.16306 -0.66113
C 4.29567 -2.38290 -1.03267
C 2.93665 -2.14753 -1.14480
N 2.67346 -0.84675 -0.87324
N 3.86048 -0.27460 -0.56699
C 1.85095 -3.08654 -1.52144
H 6.89529 -1.72886 -0.62872
H 6.41685 -0.65324 0.68946
H 6.63679 0.00676 -0.91325
H 4.81346 -3.30821 -1.17992
H 3.95512 0.72459 -0.44123
H 2.29174 -4.02157 -1.85627
H 1.25908 -2.68213 -2.34484
H 1.20488 -3.31583 -0.66557


Record 8
57
Properties=species:S:1:pos:R:3 method="wB97M-V/def2-TZVPD" e_homo_ev="-16.01 / -16.01" charge=+3 homo_lumo_gap_ev="5.74 / 3.29" total_energy_ev=-44069.971 molar_mass_g_mol=654.527 lumo_energy_ev="-10.3 / -12.7" spin_multiplicity=2 s_squared=0.760
Ir -0.64571 -0.97179 0.32842
C -2.25726 -4.17337 -1.82503
C -1.99833 -3.52987 -0.62914
N -1.38133 -2.36684 -0.89684
N -1.23635 -2.24686 -2.22592
C -1.75777 -3.33087 -2.80912
B -0.55947 -1.00194 -2.82750
N -1.28369 0.23382 -2.23936
C -1.84382 1.28073 -2.84951
C -2.37911 2.12774 -1.88602
C -2.09826 1.52247 -0.67473
N -1.43119 0.38199 -0.91164
N 0.86436 -0.97474 -2.23640
C 2.10058 -0.97595 -2.74685
C 3.02425 -0.96248 -1.71349
C 2.26611 -0.95272 -0.55713
N 0.96832 -0.95339 -0.88762
N -0.72638 -1.00663 -4.30964
C 0.07769 -1.00643 -5.42096
C -0.72216 -1.00408 -6.52065
C -2.04028 -1.02109 -6.00681
N -2.03961 -1.06008 -4.69019
H -2.74293 -5.12349 -1.96369
H -2.21767 -3.84244 0.37951
H -1.75550 -3.45921 -3.87833
H -1.84063 1.38083 -3.92182
H -2.90753 3.05076 -2.04928
H -2.34449 1.83675 0.32689
H 2.28281 -0.99060 -3.80457
H 4.09726 -0.96569 -1.79388
H 2.58850 -0.95507 0.47144
H 1.15155 -0.99732 -5.39634
H -0.42318 -1.07515 -7.55189
H -2.96965 -1.05611 -6.55369
C -1.73400 -0.90704 4.57433
C -1.66183 -1.13508 3.22040
N -0.57540 -0.78659 2.49287
C 0.47075 -0.19658 3.12227
C 0.46582 0.07084 4.48467
C -0.66520 -0.30655 5.21319
C 1.65241 0.60205 5.19147
C 2.45102 1.64447 4.94505
C 2.30008 2.75758 4.00332
C 3.33115 3.71284 3.93432
C 3.09554 4.79531 3.11115
N 1.95552 4.87192 2.46426
C 0.98775 3.97564 2.50658
N 1.19361 2.92357 3.27115
H -2.61564 -1.21344 5.11997
H -2.47436 -1.62180 2.69630
H 1.35395 0.00685 2.53162
H -0.70851 -0.12769 6.28114
H 1.91735 0.02094 6.07063
H 3.31639 1.75463 5.58680
H 4.24390 3.62304 4.50664
H 3.80999 5.60839 2.99092
H 0.07058 4.11585 1.95273


Record 9
55
Properties=species:S:1:pos:R:3 method="wB97M-V/def2-TZVPD" e_homo_ev=-10.97 charge=+1 homo_lumo_gap_ev=6.83 total_energy_ev=-59296.911 molar_mass_g_mol=486.607 lumo_energy_ev=-4.1
Be -0.69773 0.60966 0.81467
C 3.95721 -1.70013 -4.64866
C 3.44601 -1.35545 -3.26868
C 3.97126 -2.00502 -2.14378
C 3.57548 -1.62697 -0.88269
C 2.64809 -0.62052 -0.72450
C 2.06612 0.00624 -1.83328
C 2.45182 -0.40566 -3.09601
S 2.16972 -0.39220 0.98404
O 3.27975 0.17508 1.76202
O 1.49640 -1.57031 1.41796
N 0.95749 0.79812 0.82721
C 1.33564 2.12706 0.65143
C 2.58941 2.72762 0.52150
C 2.69638 4.11089 0.35992
C 1.54830 4.89598 0.37391
C 0.24138 4.34506 0.50548
C -0.97327 5.06662 0.52631
C -2.18821 4.38791 0.68509
C -2.16538 3.00632 0.80781
N -1.04291 2.27798 0.73843
C 0.15364 2.93051 0.64000
H 4.71370 -2.49571 -4.62250
H 4.43291 -0.78912 -5.11184
H 3.11312 -2.00305 -5.30567
H 4.72692 -2.79159 -2.29199
H 3.99325 -2.06530 0.00467
H 1.33090 0.76977 -1.69001
H 1.97560 0.03029 -3.96357
H 3.47097 2.10689 0.55237
H 3.65915 4.57746 0.22877
H 1.61555 5.96315 0.27899
H -0.97114 6.14772 0.44048
H -3.14142 4.87629 0.67867
H -3.09542 2.46355 0.94323
N -5.14007 -2.19852 1.37487
C -4.75990 -0.96294 1.75227
N -4.48069 -0.79895 3.06837
S -4.67798 0.30487 0.70875
H -4.89109 -3.00703 1.91942
H -5.39532 -2.29660 0.39165
H -4.79755 -1.47274 3.75357
H -4.33400 0.14545 3.39947
N -1.36448 -6.27245 0.55510
C -1.49163 -5.10387 0.63420
C -1.58897 -3.69724 0.68056
C -1.73859 -3.03066 1.90391
C -1.63955 -1.64527 1.91660
N -1.49258 -0.91078 0.78813
C -1.51960 -1.58646 -0.40073
C -1.52057 -2.95920 -0.49327
H -1.84273 -3.56976 2.81414
H -1.62074 -1.11065 2.83128
H -1.55655 -0.96489 -1.28746
H -1.48811 -3.44143 -1.47054